The following is a quantum chemistry calculation of C17H35CdFN3O15S2 as an isolated structure, from the OMol25 dataset.

Computed properties:
- E_HOMO (eV) = -11.890
- LUMO energy (eV) = -7.212
- net charge = +1
- relative energy (zero: lowest compared OMol25 entry of this formula, charge and spin) (kJ/mol) = 0.0
- orbital gap (Ha) = 0.172

CARTESIAN COORDINATES (ANGSTROEM)
Cd: 2.1957 -1.9773 -2.7867
S: 2.1161 4.4925 -5.2486
S: 6.2349 1.2403 2.4556
F: -2.1555 -0.4729 0.3357
O: 6.6088 2.5233 3.1409
O: -3.8531 -1.3330 1.4632
O: 0.5394 -3.0634 -2.2666
O: 2.6965 5.6784 -4.6348
O: 7.2559 0.1526 2.4289
O: 2.0786 4.5218 -6.7411
O: -5.9397 2.4485 0.6991
O: -4.0660 -3.2483 2.7337
O: 1.5385 -0.2378 -1.8557
O: 0.8688 -1.3386 5.5110
O: 2.8960 3.0841 -4.7372
O: -2.3617 -1.7053 2.9377
O: 0.6865 4.0890 -4.5542
O: 4.8023 0.5304 2.9509
O: 5.6133 1.6034 1.0116
N: 1.0431 -0.5081 3.4425
N: -0.9937 -4.7257 -2.2288
N: -4.1094 2.4958 -0.4681
C: -2.9502 -0.2466 1.3115
C: 3.7974 0.5042 1.9533
C: 1.1192 1.0347 5.2877
C: -5.3613 2.0586 -0.2996
C: -5.9473 1.0201 -1.2072
C: 4.5453 0.6433 0.6282
C: 0.7243 -0.0010 -0.7382
C: -0.1966 -3.8482 -1.6434
C: 0.8074 2.8207 -3.8898
C: -2.2577 -0.3119 2.6460
C: -3.5406 -2.1552 2.4279
C: 0.9849 -0.3371 4.7594
C: -0.1791 -3.7820 -0.0971
C: -1.2755 -4.9231 -3.6199
C: -3.1554 2.1483 -1.6112
C: 1.0221 -1.8908 2.8960
C: 2.2729 2.5459 -3.5960
H: -3.3981 1.1268 -1.9040
H: 0.1202 2.9353 -3.0515
H: 3.1175 1.3486 2.0662
H: 2.4923 1.4895 -3.7510
H: 0.4147 2.0211 -4.5180
H: 1.1449 0.2063 2.7358
H: -3.8607 3.2492 0.1569
H: -5.7829 1.3115 -2.2446
H: 1.5334 0.9596 6.2931
H: -1.1988 -0.0575 2.6925
H: -2.8468 0.3682 3.2612
H: -3.0522 2.7835 -2.4910
H: -1.5641 -5.2824 -1.6084
H: -0.4722 -4.5334 -4.2452
H: 0.1241 -2.4044 3.2395
H: -2.1749 2.2337 -1.1429
H: 2.5066 2.9172 -2.5982
H: 2.0098 -2.2718 3.1556
H: 0.9627 -1.8812 1.8076
H: -2.2268 -4.5751 -4.0224
H: 0.1834 1.5913 5.3383
H: 0.8742 -3.9130 0.1509
H: 3.2001 -0.3981 2.0847
H: 0.5312 -0.8951 -0.1455
H: -0.8978 -4.4534 0.3726
H: 1.8552 1.6596 4.7818
H: -5.4347 0.0832 -0.9891
H: 3.9281 1.1057 -0.1421
H: -1.2566 -5.9953 -3.8152
H: -0.2005 0.4971 -1.0294
H: -3.3017 0.7832 1.2480
H: 4.9090 -0.3251 0.2846
H: -0.6261 -2.8253 0.1730
H: 1.2630 0.6720 -0.0711
H: -6.9802 0.9382 -0.8688